# 1
A structure of composition C7H14NO, computed with ωB97M-V with the def2-TZVPD basis set.

## Properties
Energy above the lowest of the compared OMol25 structures with the same formula, charge and spin in kJ/mol: 518.7
Lowest unoccupied orbital energy (alpha / beta) in eV: -3.5 / -3.5
2S+1: 1
HOMO energy (alpha / beta) in eV: -11.6 / -11.6
Frontier orbital gap (alpha / beta) in eV: 8.10 / 8.09
Net charge: +1

Cartesian coordinates (Å):
1 H -0.428 3.190 -0.467
2 H -1.057 -0.220 -1.607
3 C 1.532 -0.427 -1.830
4 N -1.057 0.177 0.600
5 C -1.444 0.373 -0.838
6 H 0.847 3.354 0.381
7 H 2.958 -2.061 0.452
8 H -1.610 -1.060 2.394
9 H -0.950 1.285 -1.143
10 O 0.245 2.685 0.051
11 H 2.531 -0.933 -2.023
12 C 0.371 -0.311 0.586
13 H -1.651 -1.769 0.808
14 H 0.751 -0.840 -2.522
15 H 1.257 -1.304 2.725
16 H -2.950 -0.527 1.359
17 H -2.530 0.393 -0.934
18 C 1.235 -1.023 1.617
19 H 1.541 0.679 -2.143
20 H -1.005 1.151 0.944
21 C 2.049 -1.425 0.648
22 C 1.234 -0.582 -0.389
23 C -1.866 -0.805 1.330

# 2
The ion C7H14NO2 with charge +1, computed with ωB97M-V with the def2-TZVPD basis set.

## Properties
Energy above the lowest of the compared OMol25 structures with the same formula, charge and spin in kJ/mol: 311.0
Lowest unoccupied orbital energy (alpha / beta) in eV: -4.2 / -4.2
2S+1: 1
HOMO energy (alpha / beta) in eV: -12.1 / -12.1
Structure (SMILES): C=[NH+][C@H](C)CO/C(C)=C\O
Frontier orbital gap (alpha / beta) in eV: 7.85 / 7.85
Net charge: +1

Cartesian coordinates (Å):
1 C -0.275 0.566 1.176
2 C -1.422 -1.986 -0.158
3 H -2.359 0.098 1.144
4 H -1.531 1.826 -1.401
5 C 1.681 -1.094 -0.085
6 H -1.318 -2.802 -0.847
7 C 1.788 0.242 0.003
8 H 3.797 0.607 -0.889
9 C -1.952 1.621 -0.396
10 H -1.283 -0.593 -1.631
11 H -3.067 1.596 -0.594
12 H 2.411 1.692 -1.135
13 H 2.438 -1.661 -0.673
14 H 3.144 1.690 0.320
15 H -0.546 1.393 1.811
16 H 0.047 -0.224 1.970
17 O 0.703 -1.925 0.461
18 C 2.910 1.012 -0.445
19 H -1.749 2.546 0.222
20 H -1.828 -2.405 0.772
21 C -1.660 0.337 0.380
22 N -1.586 -0.777 -0.614
23 H 0.847 -2.820 0.189
24 O 0.809 1.061 0.420

# 3
A structure of composition C7H14NO4Os, computed with ωB97M-V with the def2-TZVPD basis set.

## Properties
Energy above the lowest of the compared OMol25 structures with the same formula, charge and spin in kJ/mol: 0.0
Expectation value of S²: 6.0224
Lowest unoccupied orbital energy (alpha / beta) in eV: -12.5 / -15.6
2S+1: 5
HOMO energy (alpha / beta) in eV: -22.8 / -23.3
Frontier orbital gap (alpha / beta) in eV: 10.26 / 7.64
Net charge: +3

Cartesian coordinates (Å):
1 H 0.004 0.050 -3.916
2 N 1.631 1.789 -0.520
3 O -1.069 -0.797 0.376
4 C -1.874 -0.314 -1.829
5 H 2.958 0.071 2.323
6 C 2.457 2.693 -0.778
7 H -1.314 -2.448 1.658
8 H 1.004 -2.012 2.047
9 H 0.738 1.463 -3.107
10 C -1.077 -1.388 1.737
11 H -2.933 -1.458 -0.352
12 H 2.130 1.671 2.348
13 C -1.913 -1.344 -0.717
14 O 0.918 0.061 1.772
15 C 0.323 -1.204 2.306
16 H -2.079 -0.796 -2.784
17 Os 0.359 0.508 -0.100
18 H -1.504 -2.312 -0.998
19 H 0.270 -1.111 3.389
20 H 1.798 0.475 3.628
21 O -0.502 0.278 -1.898
22 H -1.849 -0.876 2.305
23 O 3.205 3.510 -1.011
24 H -1.001 1.491 -3.543
25 C 2.054 0.615 2.582
26 C -0.162 0.875 -3.230
27 H -2.571 0.509 -1.686

# 4
The ion C7H14NS with charge +1, computed with ωB97M-V with the def2-TZVPD basis set.

## Properties
Energy above the lowest of the compared OMol25 structures with the same formula, charge and spin in kJ/mol: 156.3
Lowest unoccupied orbital energy in eV: -2.8
2S+1: 1
HOMO energy in eV: -12.6
Structure (SMILES): C=C1CSCC[N+]1(C)C
Frontier orbital gap in eV: 9.78
Net charge: +1

Cartesian coordinates (Å):
1 H -0.622 -0.301 -2.090
2 H 0.944 2.857 1.017
3 H -1.789 -1.252 1.020
4 H 2.077 2.133 -0.818
5 H -0.396 -0.309 1.918
6 H -1.852 0.945 -1.248
7 C 0.198 2.022 0.871
8 C -1.297 -0.038 -1.228
9 N -0.342 -0.158 -0.100
10 S 2.934 0.056 -0.035
11 H 2.256 -2.197 0.694
12 H -2.044 0.359 0.985
13 C -1.183 -0.329 1.162
14 H -0.456 2.004 1.690
15 H 1.592 0.588 -1.831
16 H -2.099 -0.799 -1.029
17 C 0.448 1.104 0.012
18 H 0.850 -1.393 -1.343
19 C 0.558 -1.341 -0.231
20 C 1.748 -1.264 0.651
21 H 1.441 -0.826 1.548
22 H -0.156 -2.125 0.193
23 C 1.723 1.132 -0.848

# 5
A cluster of 2 separate species, C7H14O in total, computed with ωB97M-V with the def2-TZVPD basis set.

## Properties
Energy above the lowest of the compared OMol25 structures with the same formula, charge and spin in kJ/mol: 317.2
Lowest unoccupied orbital energy in eV: 0.9
2S+1: 1
HOMO energy in eV: -8.9
Structure (SMILES): C=C(/C=C/C)CC.O
Frontier orbital gap in eV: 9.80
Net charge: 0

Cartesian coordinates (Å):
1 H 1.406 2.416 -1.344
2 C 1.111 1.714 0.759
3 C -1.076 -0.836 -0.385
4 C -0.355 -0.374 -1.401
5 H -3.197 -1.118 -0.783
6 C 2.106 -0.419 -1.031
7 H 0.652 0.797 1.154
8 C 0.959 0.265 -1.166
9 C 0.767 1.711 -0.784
10 H 2.366 -1.543 -1.157
11 C -2.217 -1.733 -0.736
12 H -2.063 -2.342 -1.643
13 H -0.364 0.242 3.545
14 H -1.329 -0.807 2.734
15 O -0.544 -0.499 3.066
16 H 0.929 2.594 1.375
17 H 2.987 0.035 -0.651
18 H -2.443 -2.533 0.077
19 H -0.935 -0.511 0.665
20 H -0.238 1.905 -0.822
21 H 2.217 1.747 0.907
22 H -0.738 -0.712 -2.379

# 6
A cluster of 2 separate species, C7H14O in total, computed with ωB97M-V with the def2-TZVPD basis set.

## Properties
Energy above the lowest of the compared OMol25 structures with the same formula, charge and spin in kJ/mol: 256.2
Lowest unoccupied orbital energy in eV: 0.8
2S+1: 1
HOMO energy in eV: -9.5
Structure (SMILES): C=CC(=C)CCC.O
Frontier orbital gap in eV: 10.34
Net charge: 0

Cartesian coordinates (Å):
1 O -1.940 0.963 -2.689
2 C 0.414 2.105 0.875
3 H 2.375 -0.490 -0.542
4 C 0.814 0.800 0.342
5 H 0.279 -3.014 1.663
6 C -0.120 -2.998 0.644
7 C -0.407 3.056 0.456
8 H 0.062 -0.399 1.839
9 H -1.079 -3.517 0.688
10 H 2.590 1.279 -0.528
11 H 0.570 -3.658 0.113
12 H -1.888 0.187 -2.111
13 C 1.916 0.450 -0.298
14 H 0.827 -1.529 -0.492
15 H 0.856 2.348 1.840
16 H -0.681 3.778 1.219
17 H -1.254 0.016 0.894
18 C -0.139 -1.629 -0.017
19 C -0.232 -0.337 0.788
20 H -1.219 0.955 -3.334
21 H -0.736 -1.627 -0.927
22 H -1.008 3.262 -0.423

> Which formula does entry 2 have?

C7H14NO2